DFT (ωB97M-V with the def2-TZVPD basis set) results for a structure of composition C100H206As3F18N10 at a distorted geometry.

```
337
Properties=species:S:1:pos:R:3:lowdin_charge:R:1
C -16.318 -13.957 24.701 -0.075
C -16.168 -12.988 23.408 -0.192
C -17.411 -13.051 22.470 -0.183
C -18.036 -14.485 22.422 -0.080
N -18.675 -14.855 21.057 -0.259
C -19.460 -16.081 21.164 -0.112
C -18.389 -17.258 21.066 -0.107
C -17.101 -16.640 20.473 -0.126
C -17.607 -15.259 20.082 -0.091
C -19.477 -13.716 20.522 -0.128
C -20.638 -13.172 21.437 -0.198
C -21.619 -12.421 20.516 -0.099
H -17.378 -13.832 25.013 0.068
H -15.739 -13.722 25.612 0.078
H -16.099 -15.000 24.436 0.063
H -15.345 -13.315 22.741 0.113
H -16.094 -11.903 23.602 0.113
H -16.968 -12.788 21.475 0.117
H -18.200 -12.314 22.738 0.110
H -18.917 -14.621 23.050 0.123
H -17.341 -15.238 22.772 0.114
H -20.231 -16.048 20.377 0.141
H -19.992 -16.162 22.138 0.134
H -18.845 -18.070 20.479 0.126
H -18.177 -17.591 22.079 0.107
H -16.875 -17.253 19.596 0.126
H -16.211 -16.736 21.127 0.133
H -18.018 -15.326 19.055 0.162
H -16.878 -14.486 20.201 0.122
H -20.005 -14.043 19.608 0.136
H -18.801 -12.893 20.216 0.144
H -20.274 -12.500 22.171 0.084
H -21.175 -14.033 21.841 0.109
H -21.069 -11.629 19.947 0.101
H -22.400 -11.958 21.144 0.060
H -22.164 -13.047 19.821 0.072
C -33.028 -13.340 29.510 -0.109
C -32.480 -13.499 28.114 -0.240
C -33.628 -13.924 27.137 -0.165
C -34.737 -12.863 27.180 -0.129
N -35.669 -12.828 25.998 -0.181
C -36.830 -11.692 26.062 -0.044
C -38.138 -12.406 25.788 -0.135
C -37.879 -13.811 26.350 -0.160
C -36.480 -14.159 26.014 -0.102
C -34.905 -12.695 24.672 -0.123
C -34.006 -11.455 24.569 -0.207
C -33.168 -11.547 23.282 -0.076
H -33.922 -13.939 29.722 0.093
H -33.124 -12.259 29.758 0.074
H -32.257 -13.647 30.236 0.074
H -31.776 -14.339 28.050 0.109
H -31.945 -12.592 27.810 0.080
H -33.861 -14.960 27.390 0.117
H -33.221 -13.991 26.128 0.099
H -34.206 -11.879 27.118 0.132
H -35.373 -12.831 28.014 0.117
H -36.624 -10.946 25.322 0.107
H -36.840 -11.265 27.101 0.150
H -38.329 -12.385 24.687 0.139
H -38.914 -11.832 26.236 0.118
H -38.554 -14.574 25.921 0.140
H -38.103 -13.937 27.426 0.136
H -36.427 -14.590 24.987 0.146
H -36.037 -14.900 26.686 0.131
H -35.748 -12.592 23.933 0.157
H -34.538 -13.685 24.601 0.101
H -33.266 -11.429 25.400 0.097
H -34.618 -10.580 24.586 0.102
H -32.369 -10.757 23.260 0.094
H -33.801 -11.435 22.451 0.061
H -32.689 -12.515 23.327 0.067
C -26.185 -7.064 28.736 -0.058
C -25.266 -7.029 27.456 -0.216
C -24.902 -5.605 27.035 -0.191
C -23.587 -5.205 27.591 -0.096
N -23.240 -3.696 27.534 -0.251
C -23.310 -3.281 26.119 -0.140
C -22.663 -1.931 26.035 -0.119
C -21.581 -2.063 27.159 -0.115
C -21.867 -3.386 27.911 -0.098
C -24.164 -2.889 28.379 -0.118
C -24.479 -3.471 29.738 -0.236
C -25.375 -2.559 30.548 -0.080
H -25.600 -6.886 29.621 0.071
H -26.696 -7.999 28.761 0.049
H -26.912 -6.314 28.548 0.058
H -25.864 -7.414 26.685 0.067
H -24.496 -7.803 27.476 0.115
H -25.706 -4.969 27.389 0.111
H -24.818 -5.589 25.956 0.116
H -22.874 -5.574 26.932 0.110
H -23.421 -5.401 28.659 0.145
H -24.313 -3.370 25.708 0.136
H -22.670 -4.072 25.623 0.162
H -23.395 -1.108 26.235 0.135
H -22.276 -1.703 25.047 0.125
H -21.600 -1.187 27.791 0.118
H -20.617 -2.076 26.693 0.115
H -21.716 -3.266 29.004 0.156
H -21.098 -4.073 27.457 0.162
H -25.108 -2.769 27.875 0.140
H -23.636 -1.969 28.501 0.130
H -23.594 -3.764 30.307 0.127
H -25.061 -4.360 29.555 0.084
H -24.905 -1.614 30.841 0.093
H -25.685 -3.071 31.486 0.096
H -26.335 -2.332 30.051 0.087
C -25.457 -16.759 30.297 -0.099
C -24.338 -15.886 29.799 -0.243
C -22.939 -16.431 30.138 -0.152
C -22.804 -17.851 29.487 -0.062
N -21.405 -18.136 28.851 -0.198
C -21.075 -17.193 27.687 -0.073
C -20.913 -18.076 26.423 -0.130
C -21.780 -19.273 26.804 -0.124
C -21.271 -19.488 28.223 -0.104
C -20.457 -17.868 29.983 -0.151
C -20.677 -18.682 31.238 -0.229
C -19.397 -18.652 32.037 -0.061
H -25.147 -17.233 31.212 0.079
H -25.719 -17.612 29.702 0.064
H -26.422 -16.293 30.511 0.077
H -24.483 -14.940 30.281 0.101
H -24.365 -15.642 28.762 0.077
H -22.738 -16.471 31.156 0.094
H -22.194 -15.783 29.677 0.107
H -23.562 -18.019 28.674 0.138
H -22.875 -18.554 30.327 0.126
H -20.197 -16.632 27.907 0.121
H -21.865 -16.494 27.552 0.109
H -19.843 -18.280 26.254 0.129
H -21.316 -17.569 25.556 0.108
H -21.694 -20.064 26.067 0.131
H -22.820 -19.003 27.017 0.111
H -20.224 -19.785 28.215 0.148
H -21.742 -20.239 28.810 0.129
H -20.504 -16.783 30.231 0.141
H -19.443 -18.029 29.602 0.140
H -20.980 -19.665 30.956 0.110
H -21.401 -18.251 31.887 0.103
H -19.377 -19.448 32.768 0.096
H -19.357 -17.701 32.521 0.087
H -18.584 -18.867 31.397 0.070
C -28.471 -16.268 19.789 -0.107
C -29.063 -17.569 20.248 -0.259
C -28.837 -17.984 21.709 -0.190
C -29.782 -19.103 22.157 -0.064
N -29.503 -19.614 23.595 -0.215
C -28.331 -20.593 23.584 -0.113
C -28.841 -21.894 23.066 -0.137
C -30.329 -21.942 23.515 -0.109
C -30.567 -20.554 24.120 -0.096
C -29.155 -18.477 24.495 -0.152
C -30.277 -17.477 24.578 -0.234
C -29.721 -16.125 25.049 -0.075
H -28.366 -16.214 18.716 0.073
H -27.472 -16.045 20.170 0.073
H -29.142 -15.428 20.125 0.084
H -28.657 -18.425 19.701 0.124
H -30.127 -17.530 20.134 0.107
H -29.091 -17.072 22.266 0.104
H -27.741 -18.146 21.874 0.138
H -29.807 -20.099 21.598 0.164
H -30.780 -18.701 22.118 0.123
H -28.053 -20.700 24.622 0.130
H -27.440 -20.130 23.116 0.150
H -28.415 -22.789 23.543 0.136
H -28.618 -21.983 22.000 0.123
H -30.589 -22.635 24.345 0.142
H -31.006 -22.117 22.719 0.107
H -30.354 -20.596 25.176 0.131
H -31.579 -20.150 24.011 0.146
H -28.379 -17.939 23.978 0.087
H -28.760 -18.837 25.452 0.155
H -31.052 -17.843 25.271 0.127
H -30.728 -17.353 23.646 0.075
H -28.748 -15.930 24.552 0.063
H -29.437 -16.187 26.121 0.095
H -30.490 -15.411 24.759 0.070
C -33.120 -2.113 20.779 -0.080
C -32.616 -3.563 20.618 -0.237
C -32.170 -4.298 21.871 -0.197
C -31.313 -3.474 22.817 -0.119
N -31.094 -3.951 24.219 -0.193
C -32.193 -4.156 25.175 -0.133
C -31.640 -4.034 26.589 -0.114
C -30.261 -3.419 26.357 -0.158
C -30.266 -2.878 24.967 -0.084
C -30.387 -5.338 24.218 -0.121
C -28.933 -5.339 23.863 -0.224
C -28.445 -6.753 24.177 -0.096
H -34.075 -2.193 21.244 0.069
H -33.357 -1.606 19.866 0.076
H -32.511 -1.459 21.407 0.068
H -31.694 -3.545 20.023 0.112
H -33.386 -4.157 20.167 0.108
H -31.682 -5.261 21.519 0.113
H -33.113 -4.678 22.348 0.133
H -31.809 -2.507 22.796 0.109
H -30.296 -3.264 22.436 0.152
H -32.681 -5.070 24.951 0.123
H -32.975 -3.403 24.972 0.155
H -31.564 -5.075 26.953 0.122
H -32.272 -3.378 27.168 0.125
H -29.484 -4.178 26.442 0.108
H -30.116 -2.624 27.098 0.134
H -29.266 -2.692 24.513 0.145
H -30.850 -1.966 24.800 0.148
H -30.950 -5.980 23.525 0.137
H -30.607 -5.749 25.193 0.100
H -28.344 -4.666 24.490 0.103
H -28.855 -5.030 22.828 0.101
H -28.508 -6.920 25.280 0.073
H -27.409 -6.929 23.859 0.071
H -28.990 -7.561 23.592 0.091
C -27.382 -1.905 13.753 -0.106
C -28.158 -3.016 14.385 -0.250
C -29.008 -3.874 13.411 -0.161
C -29.524 -5.161 14.111 -0.139
N -30.378 -6.093 13.300 -0.208
C -31.138 -7.068 14.210 -0.084
C -31.337 -8.190 13.232 -0.131
C -29.896 -8.344 12.575 -0.109
C -29.482 -6.901 12.352 -0.090
C -31.382 -5.240 12.435 -0.073
C -32.339 -4.304 13.232 -0.216
C -33.775 -4.781 13.266 -0.092
H -28.012 -1.195 13.210 0.090
H -26.640 -2.288 13.066 0.084
H -26.884 -1.306 14.456 0.061
H -28.809 -2.688 15.193 0.111
H -27.370 -3.689 14.853 0.128
H -28.535 -4.202 12.517 0.108
H -29.875 -3.291 13.055 0.113
H -30.181 -4.926 14.965 0.128
H -28.679 -5.749 14.465 0.131
H -32.015 -6.553 14.561 0.116
H -30.512 -7.328 15.079 0.143
H -32.120 -7.949 12.521 0.112
H -31.651 -9.139 13.658 0.119
H -29.966 -8.946 11.644 0.132
H -29.137 -8.850 13.195 0.116
H -29.550 -6.495 11.317 0.154
H -28.492 -6.694 12.643 0.104
H -32.030 -5.969 11.885 0.140
H -30.809 -4.731 11.703 0.108
H -32.337 -3.348 12.761 0.110
H -31.889 -4.090 14.200 0.102
H -34.244 -4.680 12.301 0.085
H -34.404 -4.253 14.002 0.092
H -33.918 -5.823 13.592 0.072
C -28.567 -12.468 31.106 -0.110
C -28.694 -12.160 32.585 -0.248
C -30.119 -11.776 33.050 -0.157
C -30.600 -10.492 32.363 -0.121
N -31.625 -9.633 33.061 -0.234
C -32.070 -8.559 32.068 -0.084
C -32.741 -7.610 33.049 -0.152
C -32.017 -7.699 34.401 -0.130
C -31.112 -8.877 34.235 -0.107
C -32.708 -10.579 33.527 -0.121
C -33.488 -11.238 32.397 -0.211
C -34.655 -12.030 33.111 -0.051
H -28.608 -11.482 30.591 0.069
H -29.373 -13.134 30.721 0.079
H -27.557 -12.951 30.936 0.086
H -28.098 -11.277 32.809 0.107
H -28.281 -12.972 33.211 0.121
H -30.165 -11.703 34.102 0.103
H -30.841 -12.534 32.784 0.109
H -31.097 -10.662 31.405 0.124
H -29.832 -9.713 32.183 0.138
H -32.719 -8.860 31.218 0.141
H -31.127 -8.168 31.642 0.137
H -33.811 -7.862 33.016 0.121
H -32.727 -6.528 32.714 0.142
H -32.791 -7.946 35.175 0.139
H -31.555 -6.770 34.721 0.127
H -31.066 -9.507 35.126 0.153
H -30.128 -8.545 33.929 0.138
H -33.450 -10.069 34.102 0.127
H -32.246 -11.369 34.123 0.133
H -32.893 -11.886 31.781 0.056
H -33.927 -10.532 31.716 0.098
H -35.383 -12.496 32.455 0.072
H -35.240 -11.278 33.659 0.085
H -34.253 -12.782 33.801 0.089
C -27.394 -10.314 17.387 0.006
N -27.140 -10.664 18.754 -0.074
C -26.003 -10.312 19.396 0.030
C -25.866 -10.615 20.720 0.018
C -26.868 -11.207 21.428 -0.141
C -27.997 -11.626 20.753 0.036
C -28.128 -11.314 19.441 0.010
C -26.714 -11.418 22.871 -0.094
C -27.838 -11.539 23.686 0.040
C -27.782 -11.621 25.033 0.018
N -26.536 -11.649 25.558 -0.042
C -25.457 -11.343 24.864 -0.052
C -25.484 -11.227 23.532 0.032
C -26.357 -11.824 26.994 0.016
H -28.195 -9.548 17.416 0.105
H -27.713 -11.234 16.912 0.111
H -26.520 -9.939 16.905 0.102
H -25.195 -9.836 18.794 0.174
H -24.988 -10.323 21.256 0.116
H -28.739 -12.176 21.321 0.130
H -28.989 -11.755 18.900 0.170
H -28.864 -11.632 23.312 0.134
H -28.643 -11.780 25.632 0.115
H -24.475 -11.435 25.354 0.154
H -24.554 -11.136 23.000 0.121
H -26.318 -12.901 27.226 0.093
H -27.134 -11.338 27.580 0.087
H -25.494 -11.284 27.318 0.095
As -30.311 -9.672 27.176 0.763
F -30.618 -8.120 26.460 -0.243
F -30.475 -9.050 28.822 -0.270
F -29.900 -11.248 27.810 -0.267
F -30.189 -10.391 25.534 -0.285
F -28.624 -9.295 27.266 -0.255
F -31.972 -10.120 27.189 -0.242
As -25.250 -15.174 25.113 0.827
F -26.166 -16.537 24.720 -0.219
F -25.939 -14.116 23.810 -0.271
F -24.271 -13.758 25.742 -0.296
F -24.340 -16.098 26.320 -0.273
F -23.974 -15.531 24.020 -0.250
F -26.601 -14.642 26.138 -0.270
As -28.668 -7.226 19.934 0.866
F -27.772 -8.290 21.027 -0.267
F -29.877 -7.010 21.171 -0.251
F -29.607 -6.288 18.764 -0.264
F -27.511 -7.688 18.638 -0.286
F -29.578 -8.737 19.360 -0.320
F -27.696 -5.884 20.473 -0.238
```

DFT total energy = -12984.1624 hartree
ΔE to the lowest compared entry with this formula, charge and spin = 0.2213 eV
Lowest unoccupied orbital energy = -11.71 eV
Net charge = +7
HOMO level = -19.55 eV